No. 1
Density functional theory data (ωB97M-V/def2-TZVPD) for C32H51N6O3S4SbSeSiTa as an isolated structure.

Properties
Energy relative to the best compared isomer or geometry (same formula, charge and spin) ... 15.2 kcal per mole
⟨S²⟩ ... 0.76
Multiplicity ... 2
Molecular weight ... 1105.8 g mol⁻¹
LUMO level (alpha / beta) ... -6.14 / -6.73 eV
Total charge ... +2

CARTESIAN COORDINATES (ANGSTROEM)
Ta (-1.12128, 0.38889, -0.72794)
O (-1.85016, -4.50425, 4.34896)
C (-1.25279, -3.26614, 4.64925)
C (-1.25585, -2.41065, 3.41607)
C (-0.63010, -1.17082, 3.41401)
C (-0.67110, -0.39578, 2.27625)
N (-1.28568, -0.80791, 1.15390)
C (-1.90409, -2.00486, 1.14559)
C (-1.90899, -2.82108, 2.25953)
C (-2.61878, -2.33398, -0.10164)
C (-3.29398, -3.52792, -0.27953)
C (-4.02491, -3.73319, -1.43897)
C (-4.76803, -5.01498, -1.67733)
O (-4.55161, -5.87612, -0.58413)
C (-4.05946, -2.70522, -2.37127)
C (-3.34336, -1.55095, -2.13862)
N (-2.61572, -1.36207, -1.03162)
H (-1.91507, -5.03616, 5.14806)
H (-0.21811, -3.38253, 4.99035)
H (-1.79853, -2.73053, 5.43501)
H (-0.12405, -0.79275, 4.29334)
H (-0.23265, 0.59348, 2.24789)
H (-2.41907, -3.77164, 2.25757)
H (-3.26720, -4.30435, 0.46898)
H (-4.40899, -5.45208, -2.61535)
H (-5.83019, -4.78143, -1.80824)
H (-5.08995, -6.66693, -0.68569)
H (-4.63251, -2.79062, -3.28586)
H (-3.34971, -0.74548, -2.85765)
C (1.61031, 3.85246, 2.07949)
C (0.15181, 3.60192, 1.79914)
O (-0.31140, 2.47002, 1.60165)
N (-0.61557, 4.70110, 1.81815)
C (-2.00475, 4.70893, 1.42521)
C (-2.18926, 4.95642, -0.05878)
C (-3.35362, 5.54437, -0.53411)
C (-3.52008, 5.67688, -1.90294)
C (-2.51298, 5.22878, -2.74268)
C (-1.37960, 4.67558, -2.16946)
N (-1.21228, 4.53381, -0.85617)
H (2.17088, 2.92631, 2.00502)
H (1.73380, 4.26481, 3.08215)
H (2.01012, 4.57526, 1.36654)
H (-0.15079, 5.58722, 1.92676)
H (-2.54131, 5.45584, 2.00904)
H (-2.41486, 3.72845, 1.67162)
H (-4.11162, 5.89475, 0.15642)
H (-4.41486, 6.13265, -2.30692)
H (-2.59387, 5.31896, -3.81729)
H (-0.56270, 4.32845, -2.79407)
S (0.40447, -1.58145, -1.43679)
Sb (0.98962, 0.18634, -2.91596)
S (-1.38405, 0.87278, -3.02411)
S (1.01533, 1.67858, -0.94932)
C (4.39860, 2.76789, -2.75997)
C (5.70551, 2.05741, -3.09694)
C (6.20849, 1.07820, -2.03746)
C (5.30942, -0.12426, -1.76281)
N (4.20959, 0.24044, -0.85045)
C (3.48692, -0.48562, -0.00614)
S (2.36029, 0.35835, 1.02733)
N (3.53641, -1.80036, 0.13065)
C (4.38167, -2.80838, -0.52096)
C (5.67009, -3.08887, 0.24191)
C (6.55530, -4.10556, -0.47642)
C (7.15850, -3.57879, -1.77479)
H (4.16804, 3.53167, -3.50221)
H (4.44925, 3.26943, -1.78780)
H (3.54854, 2.07861, -2.74286)
H (6.48345, 2.80595, -3.25519)
H (5.59958, 1.52770, -4.04831)
H (6.39835, 1.59889, -1.09285)
H (7.17197, 0.68268, -2.36318)
H (5.89835, -0.91046, -1.30050)
H (4.90028, -0.51230, -2.70024)
H (4.03372, 1.22999, -0.76416)
H (2.85336, -2.14950, 0.78362)
H (4.56574, -2.50557, -1.54723)
H (3.77828, -3.71503, -0.57331)
H (5.40955, -3.45201, 1.23904)
H (6.22295, -2.15540, 0.39216)
H (5.97826, -5.01399, -0.67323)
H (7.35922, -4.39969, 0.19911)
H (6.39882, -3.35202, -2.52708)
H (7.83088, -4.31230, -2.21779)
H (7.74174, -2.67178, -1.59424)
C (-5.82491, 2.40567, 1.43555)
Si (-4.72218, 0.91956, 1.24152)
C (-5.57590, -0.53467, 0.45061)
C (-3.94458, 0.43993, 2.86309)
Se (-3.18469, 1.70457, -0.32680)
H (-6.75703, 2.11778, 1.92927)
H (-6.07936, 2.84667, 0.47075)
H (-5.34837, 3.17146, 2.05166)
H (-6.35228, -0.91547, 1.11969)
H (-4.87444, -1.35058, 0.25729)
H (-6.04787, -0.25748, -0.49279)
H (-4.75043, 0.32423, 3.59406)
H (-3.25666, 1.19944, 3.23699)
H (-3.42326, -0.51763, 2.79793)

=====

No. 2
Density functional theory data (ωB97M-V/def2-TZVPD) for a 9-piece molecular cluster, C32H52F4O17 overall.

Properties
Energy relative to the best compared isomer or geometry (same formula, charge and spin) ... 58.3 kcal per mole
Molecular weight ... 784.7 g mol⁻¹
LUMO level ... -0.14 eV

CARTESIAN COORDINATES (ANGSTROEM)
O (3.20772, -3.76226, -1.10955)
C (3.68673, -3.61535, -0.06747)
O (3.90283, -4.55494, 0.84867)
C (4.62769, -4.07530, 1.97206)
C (4.29573, -2.56906, 1.83881)
F (5.40831, -1.94687, 2.23052)
O (4.07431, -2.38436, 0.42190)
H (4.22632, -4.31570, 2.95655)
H (5.62710, -4.50974, 1.99509)
H (3.47584, -2.22486, 2.46922)
O (-3.76779, -3.14268, -2.54646)
C (-4.35662, -2.14279, -2.35744)
O (-5.45712, -2.01883, -1.48024)
C (-5.95324, -0.71075, -1.60570)
C (-4.82230, 0.06359, -2.22126)
F (-4.18377, 0.71115, -1.24387)
O (-4.00988, -0.90566, -2.69482)
H (-6.77834, -0.77477, -2.31507)
H (-6.32074, -0.31639, -0.65832)
H (-5.13423, 0.66539, -3.07486)
O (-2.58296, 4.26245, 0.52707)
C (-3.73045, 4.57846, 0.57975)
O (-4.40478, 4.61964, 1.62524)
C (-5.72281, 5.00037, 1.36421)
C (-5.78940, 5.13285, -0.13847)
F (-6.16695, 6.33359, -0.51601)
O (-4.42030, 5.06293, -0.47821)
H (-6.36509, 4.19098, 1.71130)
H (-5.96160, 5.87425, 1.97035)
H (-6.41638, 4.34433, -0.55469)
O (3.11534, 1.55725, 4.16122)
C (2.18013, 1.04631, 4.82505)
O (2.01123, 0.77322, 6.15555)
C (0.73364, 0.18672, 6.38829)
C (-0.01909, 0.67574, 5.14834)
F (-0.70505, 1.83160, 5.13201)
O (1.03737, 0.73859, 4.22194)
H (0.91264, -0.88806, 6.41817)
H (0.07601, 0.49875, 7.19963)
H (-0.71167, -0.11060, 4.84818)
C (3.71095, 0.29093, -1.84437)
C (4.40561, 0.69201, -0.59225)
C (5.83029, 0.23267, -0.79678)
O (6.03516, 0.66248, -2.23146)
C (4.83700, 0.64946, -2.93268)
H (2.70537, 0.68404, -1.99395)
H (3.66115, -0.79295, -1.94843)
H (3.98388, 0.16707, 0.26489)
H (4.28064, 1.74204, -0.32782)
H (6.05598, -0.82726, -0.67968)
H (6.56693, 0.65955, -0.11618)
H (4.84351, -0.12377, -3.70091)
H (4.72435, 1.56976, -3.50579)
C (0.41274, -1.83025, -2.84795)
C (0.09056, -0.71123, -3.78352)
C (1.34251, -0.81853, -4.63470)
O (1.56085, -2.12090, -4.83951)
C (0.84993, -2.81561, -3.80053)
H (-0.56367, -2.07455, -2.42956)
H (1.20517, -1.67619, -2.11555)
H (0.00749, 0.21912, -3.22169)
H (-0.87302, -0.75240, -4.29140)
H (2.29137, -0.48229, -4.21672)
H (1.32047, -0.39210, -5.63759)
H (1.62777, -3.47152, -3.40959)
H (0.06845, -3.37092, -4.31920)
C (1.02777, 1.25460, 0.69167)
C (-0.38598, 1.42444, 0.12596)
C (-1.03689, 0.39316, 0.96773)
O (-0.25440, -0.73427, 0.87383)
C (1.13120, -0.30235, 0.82079)
H (1.13109, 1.64621, 1.70363)
H (1.84855, 1.72576, 0.15089)
H (-0.36683, 1.26783, -0.95256)
H (-0.80237, 2.41299, 0.31957)
H (-1.92992, 0.12085, 0.40518)
H (-1.20337, 0.80950, 1.96123)
H (1.62325, -0.51873, -0.12745)
H (1.69878, -0.63045, 1.69159)
C (-0.48593, -3.98712, 4.14362)
C (0.62004, -4.98459, 4.56388)
C (1.87327, -4.19764, 4.71718)
O (1.62926, -2.95310, 4.14483)
C (0.23473, -2.62362, 4.37358)
H (-1.39493, -4.14633, 4.72369)
H (-0.61858, -4.08692, 3.06633)
H (0.62912, -5.83365, 3.88043)
H (0.25805, -5.39533, 5.50641)
H (2.69743, -4.68710, 4.19825)
H (2.22981, -4.06200, 5.73825)
H (-0.01998, -1.82456, 3.67735)
H (0.06364, -2.28992, 5.39704)
C (-3.27836, 3.18888, -4.37316)
C (-2.62847, 2.67924, -3.08691)
C (-1.56840, 3.81221, -2.94689)
O (-1.32633, 4.46004, -4.19444)
C (-2.03023, 3.67974, -5.12631)
H (-3.99294, 4.00002, -4.23336)
H (-3.70105, 2.38874, -4.98079)
H (-2.15586, 1.72533, -3.32097)
H (-3.26045, 2.56253, -2.20653)
H (-0.61020, 3.36530, -2.68188)
H (-1.85786, 4.56827, -2.21704)
H (-1.34578, 2.89899, -5.45806)
H (-2.24073, 4.38533, -5.93001)

=====

No. 3
Density functional theory data (ωB97M-V/def2-TZVPD) for C32H53AuBGeN6S3Se as an isolated structure.

Properties
Energy relative to the best compared isomer or geometry (same formula, charge and spin) ... 0.0 kcal per mole
⟨S²⟩ ... 2.01
Multiplicity ... 3
Molecular weight ... 977.4 g mol⁻¹
LUMO level (alpha / beta) ... -9.01 / -10.68 eV
Total charge ... +3

CARTESIAN COORDINATES (ANGSTROEM)
Au (1.47652, -2.42027, -2.10670)
C (3.64690, -5.29943, 1.89597)
C (2.58751, -4.23950, 1.96144)
C (1.87401, -3.96089, 3.08262)
C (0.86002, -2.96087, 3.07920)
N (0.61664, -2.27988, 1.99469)
N (1.33196, -2.53796, 0.87832)
B (0.81015, -1.55826, -0.20317)
N (1.49990, -0.15536, -0.08934)
N (1.06036, 0.60935, 0.93602)
C (1.71323, 1.70251, 1.22807)
C (2.91585, 2.03500, 0.54697)
C (3.36920, 1.27896, -0.48574)
C (4.65614, 1.58129, -1.20063)
C (2.56858, 0.16532, -0.84730)
S (3.00777, -0.68947, -2.28107)
C (1.17207, 2.65622, 2.28337)
C (2.28643, 3.07358, 3.25868)
C (0.03260, 2.02176, 3.07208)
C (0.65516, 3.89497, 1.52688)
N (-0.73392, -1.64524, -0.33615)
N (-1.47480, -0.63138, 0.13340)
C (-2.76995, -0.78580, 0.21609)
C (-3.37953, -2.01919, -0.13404)
C (-2.64988, -3.01814, -0.70645)
C (-3.25889, -4.28799, -1.22122)
C (-1.26411, -2.77050, -0.85246)
S (-0.28655, -3.90315, -1.71023)
C (-3.59214, 0.38780, 0.75005)
C (-3.07365, 1.70880, 0.15305)
C (-5.07409, 0.24304, 0.37405)
C (-3.46238, 0.36663, 2.28447)
C (2.28035, -3.47529, 0.79949)
S (3.16360, -3.81768, -0.62734)
C (0.04552, -2.68645, 4.32913)
C (-1.02521, -1.63004, 4.05736)
C (1.00441, -2.19030, 5.42617)
C (-0.63105, -3.99404, 4.77703)
H (3.77961, -5.78150, 2.86178)
H (4.60819, -4.87398, 1.59045)
H (3.38065, -6.06853, 1.16369)
H (2.05505, -4.52694, 3.98881)
H (3.48662, 2.89773, 0.86466)
H (4.99556, 2.58767, -0.96565)
H (4.56409, 1.48320, -2.28225)
H (5.43160, 0.88044, -0.87908)
H (2.76658, 2.20209, 3.71137)
H (1.84574, 3.66611, 4.06041)
H (3.05352, 3.69480, 2.79377)
H (0.38590, 1.15077, 3.62709)
H (-0.77322, 1.70642, 2.40849)
H (-0.36168, 2.74183, 3.79051)
H (1.44964, 4.37936, 0.95154)
H (0.27572, 4.62289, 2.24557)
H (-0.15800, 3.62941, 0.84557)
H (-4.44212, -2.15688, 0.01482)
H (-4.33356, -4.29842, -1.05251)
H (-2.82220, -5.16679, -0.73966)
H (-3.07516, -4.38907, -2.29438)
H (-3.48946, 1.84635, -0.85048)
H (-1.98617, 1.72681, 0.08463)
H (-3.40361, 2.55285, 0.75984)
H (-5.20970, 0.05881, -0.69704)
H (-5.58847, 1.17431, 0.61505)
H (-5.57345, -0.54969, 0.93587)
H (-2.41949, 0.32492, 2.60253)
H (-3.97858, -0.50629, 2.69359)
H (-3.92634, 1.25727, 2.71258)
H (-0.57674, -0.71222, 3.67794)
H (-1.56226, -1.40836, 4.98083)
H (-1.74391, -1.98749, 3.31464)
H (1.52750, -1.28086, 5.11832)
H (1.74857, -2.94382, 5.69494)
H (0.42939, -1.96567, 6.32538)
H (-1.29153, -4.38737, 3.99991)
H (-1.23203, -3.79453, 5.66495)
H (0.09291, -4.76800, 5.04247)
C (0.76340, 5.13817, -5.93930)
Ge (0.64622, 3.20616, -6.04163)
C (2.34874, 2.27767, -6.17216)
C (-0.77114, 2.49962, -7.15725)
C (0.04377, 2.87219, -3.98646)
Se (-0.38921, 1.11657, -3.60580)
C (-2.25401, 1.10299, -4.11522)
H (1.03315, 5.49717, -6.93648)
H (1.54394, 5.44034, -5.24105)
H (-0.18434, 5.59378, -5.65525)
H (2.44009, 1.87464, -7.18217)
H (2.43510, 1.45376, -5.46334)
H (3.16266, 2.98243, -6.00440)
H (-0.54986, 2.81384, -8.18016)
H (-1.74474, 2.91108, -6.89101)
H (-0.80364, 1.41077, -7.14042)
H (-0.79196, 3.55793, -3.84282)
H (0.94773, 3.17194, -3.45495)
H (-2.42877, 1.90533, -4.82848)
H (-2.85649, 1.24872, -3.22018)
H (-2.47853, 0.13911, -4.56520)

=====

No. 4
Density functional theory data (ωB97M-V/def2-TZVPD) for a 8-piece molecular cluster, C32H53Br2O26PSSi2 overall.

Properties
Energy relative to the best compared isomer or geometry (same formula, charge and spin) ... 0.0 kcal per mole
Molecular weight ... 1132.8 g mol⁻¹
LUMO level ... -0.20 eV

CARTESIAN COORDINATES (ANGSTROEM)
C (5.42179, 6.60556, 1.61636)
C (4.36307, 6.58291, 2.68625)
Br (5.05240, 6.48498, 4.44645)
C (3.04832, 6.59119, 2.44784)
Br (1.75862, 6.48439, 3.82070)
Si (2.34043, 6.66068, 0.72569)
O (0.80514, 7.29522, 0.79693)
Si (-0.63693, 6.64960, 1.20757)
P (-1.43777, 7.58928, 3.17614)
O (-1.68189, 6.30241, 4.17076)
O (-2.95257, 7.97798, 2.64772)
S (-0.60610, 4.39719, 1.17043)
C (-2.33380, 4.03105, 1.49121)
O (-0.32527, 3.91227, -0.16988)
O (0.16556, 3.86326, 2.27463)
H (6.38767, 6.83819, 2.04175)
H (5.50739, 5.62530, 1.15108)
H (5.19584, 7.35377, 0.85766)
H (2.30544, 5.32731, 0.09851)
H (3.14256, 7.56874, -0.11049)
H (-1.61890, 6.94372, 0.13520)
H (-2.46948, 5.77068, 4.01921)
H (-3.55201, 7.25778, 2.42370)
H (-2.92782, 4.93836, 1.60843)
H (-2.37626, 3.43274, 2.39882)
H (-2.69797, 3.45971, 0.64010)
C (-2.60383, -0.21752, -1.80737)
C (-3.70561, 0.46457, -1.04286)
C (-3.72738, 0.24265, 0.45694)
O (-5.12709, 0.36722, 0.76684)
C (-5.81663, 0.02220, -0.34910)
O (-6.99399, -0.17090, -0.38480)
O (-4.99591, -0.08488, -1.40128)
H (-2.36051, -1.18263, -1.36318)
H (-2.92724, -0.40585, -2.82803)
H (-1.70436, 0.39756, -1.82732)
H (-3.75104, 1.53346, -1.27286)
H (-3.14398, 0.96220, 1.02450)
H (-3.41648, -0.77164, 0.71556)
C (-7.64064, -2.88060, -2.18764)
C (-8.39072, -4.11550, -1.76512)
C (-8.92312, -4.13688, -0.34664)
O (-8.94152, -5.54259, -0.05503)
C (-7.99324, -6.13705, -0.81470)
O (-7.62882, -7.26241, -0.68956)
O (-7.51968, -5.27052, -1.73842)
H (-7.05963, -2.46279, -1.36843)
H (-6.95477, -3.11753, -3.00040)
H (-8.33950, -2.11576, -2.52451)
H (-9.19906, -4.34640, -2.46596)
H (-9.91802, -3.71736, -0.22415)
H (-8.22520, -3.65025, 0.34030)
C (-8.87520, -0.79156, 4.67808)
C (-9.07888, -1.41685, 3.32192)
C (-8.91272, -0.51009, 2.12024)
O (-9.76112, -1.14680, 1.15434)
C (-10.72733, -1.81411, 1.82458)
O (-11.67940, -2.31287, 1.31431)
O (-10.44781, -1.84597, 3.14721)
H (-9.24258, 0.23519, 4.69989)
H (-9.41113, -1.36085, 5.43604)
H (-7.81590, -0.78839, 4.93308)
H (-8.45236, -2.30697, 3.20788)
H (-7.90397, -0.44337, 1.72891)
H (-9.30353, 0.49122, 2.32001)
C (6.14561, 1.52952, 3.93218)
C (7.27679, 2.12133, 3.13562)
C (8.53698, 2.47444, 3.89969)
O (9.08583, 3.53759, 3.10611)
C (8.05890, 4.14518, 2.47333)
O (8.12776, 5.17925, 1.88780)
O (6.92719, 3.41988, 2.60237)
H (6.08811, 1.95961, 4.93299)
H (5.19406, 1.71523, 3.43525)
H (6.28546, 0.45248, 4.02854)
H (7.52588, 1.48415, 2.28161)
H (9.25760, 1.66614, 3.98191)
H (8.30255, 2.87117, 4.89025)
C (7.48489, -1.87786, -0.36794)
C (6.83104, -2.64487, 0.75068)
C (5.31599, -2.63838, 0.78599)
O (5.04375, -2.81712, 2.18309)
C (6.09494, -2.32321, 2.87343)
O (6.11235, -2.14427, 4.04969)
O (7.12180, -2.04863, 2.03814)
H (6.91855, -0.97733, -0.61192)
H (8.49061, -1.57616, -0.08209)
H (7.54869, -2.49050, -1.26470)
H (7.20035, -3.67367, 0.78930)
H (4.84496, -3.43220, 0.21394)
H (4.91630, -1.66875, 0.47905)
C (12.58570, -2.35878, -4.73704)
C (11.32496, -1.71972, -4.21466)
C (11.10750, -1.76208, -2.71489)
O (9.67774, -1.72433, -2.62035)
C (9.17614, -2.27191, -3.75605)
O (8.03395, -2.56417, -3.90755)
O (10.15513, -2.43753, -4.66813)
H (12.85026, -3.24602, -4.16079)
H (12.44843, -2.65628, -5.77534)
H (13.41267, -1.65141, -4.68708)
H (11.22881, -0.69222, -4.57638)
H (11.53514, -0.92422, -2.17138)
H (11.45851, -2.70427, -2.28653)
C (-6.11225, -6.25462, -5.00746)
C (-5.57840, -4.86568, -5.24604)
C (-4.34178, -4.73810, -6.11491)
O (-3.74052, -3.53572, -5.61141)
C (-4.11430, -3.40495, -4.31851)
O (-3.65482, -2.62793, -3.54343)
O (-5.08915, -4.28774, -4.01789)
H (-5.30441, -6.98312, -4.93142)
H (-6.67785, -6.27918, -4.07637)
H (-6.77171, -6.54844, -5.82360)
H (-6.36530, -4.20304, -5.61929)
H (-4.54098, -4.63296, -7.17742)
H (-3.64945, -5.56588, -5.94343)